Record 1
# C30H36BN3O3PtS3

C30H36BN3O3PtS3 as an isolated structure (ωB97M-V/def2-TZVPD, the OMol25 dataset).

energy above the lowest of the compared OMol25 structures with the same formula, charge and spin = 94.3 kJ/mol
spin multiplicity = 5
highest occupied orbital energy (alpha / beta) = -12.147 / -12.471 eV
frontier orbital gap (alpha / beta) = 0.263 / 0.163 Eh
total charge = +2

Element x y z (Å)
Pt1 -0.10949 -0.33494 -0.22632
S1 -2.89727 0.37253 0.13668
S2 -3.01019 2.36611 -1.63090
S3 -0.26079 2.35109 0.40708
O1 0.94002 -3.16640 0.16608
O2 0.37822 0.06205 1.97362
O3 -1.28449 -3.25243 -0.42793
N1 0.56833 0.26726 -2.30579
N2 2.55070 0.02989 1.16179
N3 1.96910 0.06335 -0.06013
C1 -0.16487 0.27802 -3.42292
C2 0.55643 -4.43165 0.11320
C3 2.18519 -0.05836 3.51932
C4 -1.51011 -5.68716 -0.40195
C5 -2.41719 1.13818 1.71092
C6 1.64889 0.01466 2.13675
C7 2.54636 0.30940 -3.63012
C8 1.79633 -0.26098 5.88620
C9 3.55730 0.00952 3.75323
C10 1.91154 0.26587 -2.39588
C11 -4.60892 0.97045 -0.09732
C12 -0.76646 -6.80591 -0.14964
C13 -0.83243 -4.47919 -0.26246
C14 -0.64632 3.64023 -0.80043
C15 3.16366 -0.19056 6.11511
C16 0.39849 0.31565 -4.68321
C17 -1.62082 2.44329 1.60302
C18 -4.49124 2.40381 -0.57359
C19 1.25538 -8.94438 -0.79441
C20 1.30802 -0.19275 4.59105
C21 4.15821 0.35406 -1.11489
C22 0.57255 -8.82914 1.62972
C23 4.04294 -0.05545 5.04882
C24 2.78592 -7.93154 0.89938
C25 1.29802 -5.56464 0.36513
C26 1.78229 0.33232 -4.78363
C27 2.67103 0.21696 -1.12752
C28 1.32335 -8.10271 0.49600
C29 -2.10698 3.86850 -1.17792
C30 0.64131 -6.77948 0.24133
B1 -0.18652 -2.33028 -0.16958
H1 -5.36366 2.73574 -1.13536
H2 4.62167 -0.46130 -1.67502
H3 1.11291 -0.36884 6.71838
H4 -1.24211 -7.77234 -0.24228
H5 4.47056 1.29325 -1.57537
H6 3.37321 -7.44903 0.11539
H7 0.23172 -9.15887 -1.10372
H8 2.26276 0.35851 -5.75272
H9 -0.24811 4.59338 -0.45158
H10 2.33680 -5.49098 0.65002
H11 0.24498 -0.25052 4.39912
H12 1.74972 -9.89921 -0.61274
H13 4.51638 0.32512 -0.09186
H14 5.10842 0.00103 5.22837
H15 2.89190 -7.35936 1.82328
H16 -0.23204 0.32744 -5.56072
H17 -5.01851 0.31776 -0.86925
H18 1.06570 -9.78370 1.81595
H19 -2.26722 3.28179 1.35550
H20 3.62573 0.31974 -3.68139
H21 -2.14144 4.52759 -2.04754
H22 -1.23899 0.26323 -3.28706
H23 -2.55117 -5.73028 -0.68777
H24 -5.20519 0.84292 0.80549
H25 -0.05970 3.34686 -1.67326
H26 4.23293 0.11649 2.91721
H27 -1.17841 2.64575 2.57678
H28 0.59363 -8.25056 2.55470
H29 3.54540 -0.23794 7.12688
H30 -3.32963 1.27202 2.29359
H31 -4.31621 3.10266 0.24162
H32 -0.46728 -9.04101 1.37859
H33 1.76883 -8.44850 -1.61988
H34 -1.79216 0.38346 2.18848
H35 3.22140 -8.91484 1.07328
H36 -2.66589 4.35641 -0.38291

Record 2
# C27H24N3O2STi

C27H24N3O2STi as an isolated structure (ωB97M-V/def2-TZVPD, the OMol25 dataset).

energy above the lowest of the compared OMol25 structures with the same formula, charge and spin = 0.0 kJ/mol
highest occupied orbital energy = -10.416 eV
frontier orbital gap = 0.249 Eh
total charge = +1

Element x y z (Å)
Ti1 0.52316 0.70385 -0.36560
S1 0.94391 -3.06792 -0.65574
O1 2.20246 -0.03759 -0.08291
O2 0.96890 2.47791 -0.09150
N1 -0.10052 -0.44899 1.28311
N2 -1.45802 1.34746 0.18024
N3 0.02136 -4.58139 1.29048
C1 -1.08898 3.70065 -0.19250
C2 -0.25912 1.41235 -4.53212
C3 -1.26980 -0.71129 -4.01155
C4 -1.62086 -4.03296 -0.29995
C5 2.14291 -0.57985 2.23030
C6 -0.07394 0.50493 -2.30288
C7 -2.52971 -4.74960 0.41904
C8 4.91728 -0.61947 2.22581
C9 -2.32378 0.24124 0.55640
C10 -1.88992 2.55446 0.14486
C11 4.24878 -0.35006 1.04862
C12 -0.99781 6.06484 -0.68581
C13 2.85474 -0.31299 1.03876
C14 0.71296 -0.65928 2.26234
C15 1.04565 4.77368 -0.59884
C16 0.31567 3.62382 -0.30016
C17 -2.15806 -5.41000 1.61531
C18 -0.81096 -0.60991 -2.70619
C19 2.85515 -0.85729 3.41078
C20 0.19464 1.51922 -3.22450
C21 -1.53244 -0.66349 1.51152
C22 4.22848 -0.87190 3.41486
C23 -0.99227 0.30047 -4.92174
C24 -0.26127 -3.92138 0.12008
C25 -1.72364 4.93959 -0.37426
C26 -0.86729 -5.30943 2.01571
C27 0.38999 5.97278 -0.79675
H1 -3.54960 -4.82735 0.06438
H2 -2.86522 -5.99031 2.18662
H3 -1.76860 -1.71090 1.31122
H4 -1.49456 7.01241 -0.83766
H5 0.76247 2.39722 -2.93430
H6 4.77230 -1.08179 4.32479
H7 -3.24743 0.59082 1.02088
H8 0.98830 -4.53429 1.58328
H9 5.99949 -0.63419 2.22343
H10 2.30475 -1.06146 4.32183
H11 -0.98735 -1.42628 -2.01434
H12 -1.82769 -1.58355 -4.32732
H13 4.78164 -0.16071 0.12749
H14 0.96730 6.85674 -1.03429
H15 -0.04101 2.19559 -5.24633
H16 -2.58654 -0.30457 -0.35338
H17 0.28504 -0.95316 3.22398
H18 -2.80116 4.99559 -0.27508
H19 -2.93531 2.74940 0.39289
H20 -1.89415 -3.55391 -1.22861
H21 -0.47116 -5.78646 2.90032
H22 -1.77821 -0.45067 2.55405
H23 2.12240 4.70223 -0.66713
H24 -1.34339 0.21718 -5.94191

Record 3
# C2H2N2O3

One molecule with the formula C2H2N2O3 at a distorted geometry (ωB97M-V/def2-TZVPD, the OMol25 dataset).

energy above the lowest of the compared OMol25 structures with the same formula, charge and spin = 353.0 kJ/mol
structure (SMILES) = O=c1ocnn1O
highest occupied orbital energy = -10.639 eV
frontier orbital gap = 0.409 Eh
total charge = 0

Element x y z (Å)
O1 0.77777 -0.75209 1.22246
O2 2.04714 0.48503 -0.50324
O3 -0.44015 0.76615 -1.60238
N1 -0.36530 0.76967 -0.16285
N2 -1.22173 -0.43113 0.18562
C1 -0.60236 -1.03657 1.03201
C2 1.01008 0.21917 0.09332
H1 -0.37509 1.77986 -1.92814
H2 -0.83036 -1.80008 1.66319

Record 4
# C16H37NO9

A 5-piece molecular cluster, C16H37NO9 overall at a distorted geometry (ωB97M-V/def2-TZVPD, the OMol25 dataset).

energy above the lowest of the compared OMol25 structures with the same formula, charge and spin = 245.0 kJ/mol
structure (SMILES) = C[C@@H]1OC(=O)O[C@@H]1ON=O.CC(C)O.CC(C)O.CC(C)O.CC(C)O
highest occupied orbital energy = -9.937 eV
frontier orbital gap = 0.345 Eh
total charge = 0

Element x y z (Å)
O1 -4.95422 -3.67741 1.55392
O2 -11.19945 -3.65536 1.92439
O3 -5.57783 0.49243 2.47909
O4 -7.01986 -3.13931 1.58632
O5 4.18590 3.23748 -0.19530
O6 -0.44847 0.19531 1.44630
O7 -9.19922 -2.70250 2.11055
O8 -9.35154 -4.87632 2.02857
O9 5.48312 1.92983 -5.17623
N1 -5.71196 -3.01179 2.12328
C1 6.58673 3.47988 -0.28898
C2 0.86516 0.75610 1.52283
C3 -10.07983 -3.71740 1.99609
C4 6.70674 1.20067 -5.27082
C5 1.28140 1.30150 0.16681
C6 -3.84064 1.56732 1.19070
C7 1.84550 -0.29535 2.01978
C8 5.41194 2.51388 -0.30897
C9 -3.28521 -0.02537 3.04774
C10 -8.37844 -4.62327 3.05565
C11 -7.97393 -3.21243 2.59939
C12 -7.30217 -5.66946 2.85329
C13 5.40337 1.67879 -1.58004
C14 7.88638 2.16057 -5.23656
C15 -4.25660 1.03361 2.55243
C16 6.71256 0.35851 -6.53748
H1 -6.39946 -5.33882 3.35288
H2 2.85186 0.11577 2.11337
H3 -4.54741 2.32311 0.84449
H4 4.55377 0.99450 -1.58373
H5 -2.84372 2.00795 1.22635
H6 1.53422 -0.68099 2.99155
H7 5.30437 2.31657 -2.46263
H8 7.53784 2.94835 -0.34867
H9 -3.83589 0.76343 0.44915
H10 0.80908 1.57291 2.24352
H11 7.86571 2.75918 -4.32472
H12 6.52493 4.17556 -1.13043
H13 6.74240 0.54746 -4.39798
H14 5.42637 2.51596 -5.93942
H15 2.27034 1.75896 0.20670
H16 -7.07551 -5.68798 1.80349
H17 5.46415 1.85780 0.56136
H18 -7.60852 -6.63598 3.21226
H19 -5.56024 -0.23578 1.84847
H20 1.88000 -1.14378 1.33043
H21 0.56778 2.05031 -0.17992
H22 -3.26130 -0.87748 2.36233
H23 -3.59805 -0.40532 4.02227
H24 -7.70704 -2.54395 3.40716
H25 7.62787 -0.22967 -6.61825
H26 7.84151 2.85427 -6.08063
H27 6.63104 0.99572 -7.42235
H28 -8.79719 -4.57777 4.05261
H29 6.32126 1.09539 -1.67605
H30 5.85965 -0.32068 -6.54869
H31 -2.27626 0.37367 3.13264
H32 -4.30025 1.85427 3.26959
H33 1.29818 0.50243 -0.58107
H34 4.11782 3.82552 -0.95627
H35 6.57719 4.07557 0.62449
H36 8.83553 1.62434 -5.27992
H37 -0.42146 -0.53074 0.81282

no.,energy (Eh)
1,-2892.93149
2,-2605.58418
3,-412.51651
4,-1363.62988